# 1
{"formula": "C21H16IN3NiO5S", "method": "wB97M-V/def2-TZVPD", "elements": ["H", "H", "H", "H", "H", "C", "C", "C", "C", "Ni", "C", "O", "C", "C", "H", "H", "O", "C", "H", "C", "N", "C", "H", "C", "C", "I", "H", "H", "C", "H", "H", "N", "O", "C", "H", "H", "C", "C", "C", "C", "S", "O", "H", "C", "C", "N", "C", "O"], "positions_angstrom": [[4.745, 4.227, -1.934], [6.318, 2.424, -3.010], [-3.293, -2.415, -2.812], [3.081, -0.431, -2.474], [3.556, -2.788, 1.974], [1.783, -1.816, 1.371], [2.872, -1.970, 2.194], [2.108, -0.243, 3.591], [-4.169, -1.051, 1.338], [-0.137, -0.561, -0.840], [4.487, 3.198, -2.263], [-1.810, -1.169, -1.393], [5.290, 2.164, -2.673], [-5.314, -1.039, 0.631], [-3.726, -1.734, 4.445], [-4.776, -0.084, 3.056], [1.900, 4.482, -0.453], [-4.132, -1.269, -1.302], [0.328, 0.765, 2.887], [-2.847, -1.160, -0.627], [-0.472, -0.926, 0.940], [4.824, 0.856, -2.656], [-3.818, -0.863, -3.439], [3.059, -1.213, 3.349], [0.987, -0.056, 2.735], [1.858, -2.652, -0.646], [3.794, -1.504, 4.090], [-1.674, -0.268, 2.442], [-4.106, -1.654, -2.738], [5.543, 0.061, -2.842], [-6.263, -1.050, 1.149], [0.625, 2.950, -2.061], [1.950, 5.010, -2.882], [3.149, 2.907, -2.143], [-5.224, -1.879, 2.951], [-5.070, -2.121, -3.056], [2.589, 1.631, -2.208], [0.749, -0.901, 1.669], [3.453, 0.562, -2.522], [1.059, 1.692, -2.132], [1.853, 4.051, -1.815], [-3.306, -1.429, 3.577], [2.240, 0.445, 4.438], [-4.424, -1.100, 2.814], [-1.675, -0.659, 1.466], [-5.286, -1.211, -0.715], [-2.902, -0.900, 0.783], [0.225, 0.693, -2.252]], "mulliken_spin": [0.000, 0.000, 0.000, 0.002, -0.001, 0.028, -0.002, -0.002, -0.006, 1.747, 0.000, 0.105, 0.000, 0.001, 0.000, 0.000, 0.001, 0.014, -0.001, 0.033, 0.070, 0.000, 0.001, 0.006, -0.018, 0.036, 0.000, 0.003, 0.002, 0.000, 0.000, 0.006, 0.000, -0.002, 0.000, 0.000, 0.004, -0.047, -0.001, -0.005, -0.001, 0.000, 0.000, 0.000, 0.018, 0.002, -0.028, 0.036], "multiplicity": 3, "lumo_energy_ha": [-0.0481, -0.0540], "s2": 2.007, "fmax_ev_per_a": 2.76, "energy_ev": -96720.7110}



# 2
{"formula": "C5H14N2O2", "method": "wB97M-V/def2-TZVPD", "elements": ["N", "C", "O", "H", "H", "C", "O", "H", "H", "C", "C", "H", "H", "H", "H", "H", "H", "H", "H", "H", "H", "N", "C"], "positions_angstrom": [[-0.986, 0.394, 2.221], [-2.031, -0.361, 1.565], [-1.812, -1.742, 1.493], [2.112, 0.304, 1.260], [-0.883, 0.069, 3.178], [-0.736, -0.078, -2.123], [0.046, -1.784, -0.636], [-2.172, 0.069, 0.565], [-1.485, -0.827, -2.367], [2.106, -0.314, 0.360], [0.174, -0.643, -1.060], [-1.228, 0.828, -1.777], [3.107, -0.309, -0.078], [-1.156, -1.944, 0.804], [0.409, 2.148, -0.656], [-0.101, 0.228, 1.751], [2.166, 1.972, -0.559], [-0.164, 0.158, -3.019], [1.839, -1.338, 0.617], [1.346, 1.655, -2.084], [-2.953, -0.228, 2.143], [1.140, 0.181, -0.597], [1.265, 1.561, -0.998]], "mulliken_charge": [-0.582, -0.293, -0.582, 0.465, 0.244, -1.500, -0.773, 0.203, 0.328, -1.215, 0.955, 0.377, 0.382, 0.451, 0.333, 0.228, 0.405, 0.435, 0.346, 0.322, 0.335, 0.199, -1.062], "lumo_energy_ha": 0.0259, "fmax_ev_per_a": 0.48, "energy_ev": -12487.4976, "smiles": "CC(=O)N(C)C.NCO", "relative_energy_kj_mol": 80.1}



# 3
{"formula": "C5H10N2O", "method": "wB97M-V/def2-TZVPD", "elements": ["H", "H", "C", "C", "N", "C", "C", "H", "C", "H", "N", "H", "H", "H", "H", "H", "O", "H"], "positions_angstrom": [[2.052, 1.522, 0.510], [1.791, -0.575, 1.705], [0.172, 0.557, 0.933], [0.758, -0.604, 1.382], [0.477, -0.853, -1.284], [0.983, 1.729, 0.481], [-1.233, -2.004, -2.535], [0.157, -1.296, 1.961], [-1.311, 0.682, 0.811], [-1.817, -0.249, 1.057], [-0.128, -1.638, -2.252], [0.677, -1.160, -0.106], [-1.597, 0.969, -0.201], [0.790, 2.577, 1.146], [0.705, 2.033, -0.525], [1.422, -0.675, -1.637], [-2.228, -2.474, -2.939], [-1.670, 1.460, 1.494]], "mulliken_charge": [0.347, 0.352, 1.258, -1.325, -0.108, -1.360, 0.511, 0.370, -1.351, 0.343, -0.569, 0.354, 0.305, 0.401, 0.320, 0.241, -0.479, 0.393], "lumo_energy_ha": 0.0221, "fmax_ev_per_a": 3.79, "energy_ev": -10371.6553, "smiles": "C=C(C)C.NN=C=O", "relative_energy_kj_mol": 352.2}